{"formula": "C27H25GeN4ReS", "method": "ωB97M-V/def2-TZVPD", "e_tot_ev": -103839.8032, "e_above_lowest_ev": 0.345, "multiplicity": 2, "charge": 1, "s2": 0.77, "e_lumo_ev": [-3.925, -4.143], "orbital_gap_ev": [6.672, 6.569], "symbols": ["Re", "C", "C", "N", "N", "C", "N", "S", "C", "C", "C", "C", "C", "N", "H", "H", "H", "H", "H", "H", "H", "H", "H", "C", "Ge", "C", "C", "C", "C", "C", "C", "C", "C", "C", "C", "C", "C", "C", "C", "C", "C", "C", "C", "H", "H", "H", "H", "H", "H", "H", "H", "H", "H", "H", "H", "H", "H", "H", "H"], "coordinates": [[-0.13887, -1.39020, 0.59853], [-1.65871, -3.03013, 4.30916], [-1.44514, -2.41942, 2.97140], [-0.27907, -2.08746, 2.49571], [0.83889, -2.30220, 3.27219], [1.91095, -2.45956, 2.54192], [3.07784, -2.68457, 3.15804], [1.93438, -2.43585, 0.77271], [-2.57226, -2.17666, 2.05352], [-3.89596, -2.38444, 2.40571], [-4.88771, -2.11403, 1.47401], [-4.53475, -1.64897, 0.21700], [-3.19433, -1.47148, -0.07790], [-2.23343, -1.73530, 0.81251], [-0.70551, -3.30139, 4.75143], [-2.28957, -3.91548, 4.22802], [-2.15974, -2.32009, 4.97094], [3.12144, -2.68201, 4.16317], [3.92568, -2.74277, 2.62382], [-4.14425, -2.74042, 3.39388], [-5.92693, -2.26214, 1.73253], [-5.27947, -1.42309, -0.53136], [-2.86203, -1.10656, -1.04124], [0.12167, 0.39736, 0.83991], [0.66908, 1.31616, -0.83036], [2.51488, 0.84772, -1.23829], [3.50534, 1.16222, -0.30855], [4.82309, 0.79474, -0.52377], [5.17050, 0.10293, -1.67659], [4.19797, -0.21053, -2.61208], [2.87763, 0.16118, -2.39291], [-0.51885, 0.32872, -2.03875], [-0.33985, -1.05988, -1.97972], [-1.13814, -1.93893, -2.70224], [-2.16068, -1.42976, -3.49038], [-2.36909, -0.05902, -3.54258], [-1.55506, 0.81289, -2.82641], [0.44346, 3.22600, -0.62131], [0.07655, 4.04804, -1.68497], [0.00660, 5.42382, -1.52267], [0.30830, 5.99321, -0.29477], [0.67893, 5.18617, 0.77047], [0.74328, 3.81055, 0.60796], [-0.00320, 0.95722, 1.77083], [3.25243, 1.70349, 0.59730], [5.58275, 1.05472, 0.20191], [6.19907, -0.18478, -1.84743], [4.46632, -0.73897, -3.51715], [2.13163, -0.08560, -3.13998], [0.58058, -1.46361, -1.51455], [-0.94822, -3.00415, -2.67128], [-2.78328, -2.09740, -4.07035], [-3.16863, 0.33766, -4.15392], [-1.74753, 1.87633, -2.88275], [-0.14194, 3.62449, -2.65804], [-0.27816, 6.05154, -2.35652], [0.25676, 7.06620, -0.16875], [0.91725, 5.62858, 1.72857], [1.02708, 3.19487, 1.45434]], "forces_ev_per_angstrom": [[0.1, -0.6, 0.0], [0.1, 0.0, 0.0], [0.0, 0.1, -0.2], [-0.1, 0.0, 0.0], [0.0, 0.0, -0.1], [0.1, -0.1, 0.2], [-0.1, 0.0, -0.1], [0.0, 0.1, 0.0], [0.1, 0.0, -0.1], [0.1, 0.0, -0.1], [0.0, 0.0, -0.1], [0.0, 0.0, 0.1], [0.0, 0.0, 0.0], [-0.1, 0.2, 0.2], [0.0, 0.0, 0.0], [0.0, 0.0, 0.0], [0.0, 0.0, 0.0], [0.0, 0.0, 0.0], [0.0, 0.0, 0.0], [0.0, 0.0, 0.0], [0.0, 0.0, 0.0], [0.0, 0.0, 0.0], [-0.1, 0.0, 0.1], [-0.2, 0.3, 0.2], [0.2, 0.0, 0.1], [0.0, 0.0, 0.0], [0.0, 0.0, 0.1], [0.0, 0.0, 0.0], [0.0, 0.0, 0.0], [0.0, 0.0, 0.0], [-0.1, 0.0, 0.0], [0.1, 0.0, -0.1], [0.1, -0.1, -0.1], [-0.1, 0.0, -0.1], [0.0, -0.1, 0.0], [0.0, 0.0, 0.0], [-0.1, 0.1, 0.1], [-0.1, 0.0, 0.0], [0.0, 0.0, 0.0], [0.0, 0.0, 0.0], [0.0, 0.0, 0.0], [0.0, 0.0, 0.0], [0.0, 0.0, 0.0], [0.2, 0.0, 0.0], [0.0, 0.0, 0.0], [0.0, 0.0, 0.0], [0.0, 0.0, 0.0], [0.0, 0.0, 0.0], [0.0, 0.0, 0.0], [0.0, 0.0, 0.1], [0.0, 0.0, 0.0], [0.0, 0.0, 0.0], [0.0, 0.0, 0.0], [0.0, 0.0, 0.0], [0.0, 0.0, 0.0], [0.0, 0.0, 0.0], [0.0, 0.0, 0.0], [0.0, 0.0, 0.0], [0.0, 0.0, 0.0]], "lowdin_charge": [1.03, -0.01, -0.23, -0.17, 0.01, -0.80, 0.11, 0.62, -0.19, 0.02, -0.02, -0.01, -0.07, -0.04, 0.08, 0.10, 0.11, 0.12, 0.09, 0.12, 0.12, 0.12, 0.09, -0.37, 0.95, -0.29, -0.11, -0.08, -0.08, -0.08, -0.11, -0.28, -0.26, -0.08, -0.08, -0.06, -0.07, -0.28, -0.11, -0.08, -0.07, -0.08, -0.12, 0.01, 0.10, 0.11, 0.11, 0.11, 0.10, 0.05, 0.12, 0.11, 0.11, 0.10, 0.09, 0.11, 0.11, 0.11, 0.09]}